# H22NO14

A cluster of 12 separate species, H22NO14 in total (the ωB97M-V functional and the def2-TZVPD basis, the Open Molecules 2025 dataset).

Structure (ORCA input):
```
! wB97M-V def2-TZVPD RIJCOSX def2/J DEFGRID3
* xyz -1 1
O 3.0085 -1.6200 -0.7499
O -3.0869 -2.6727 -0.1620
H 0.8662 -0.9637 -2.6327
H 0.7279 1.1792 -2.4050
H -2.3309 1.5040 -2.2774
H 1.2656 1.5002 0.2090
O -2.8083 1.3890 0.7467
O 3.0743 0.5024 -2.1242
O -1.0590 -0.8974 0.9752
H -3.0290 -3.4626 0.4345
H 1.5968 0.9813 4.0469
N 0.1230 -0.3880 1.1739
O 0.7360 2.2127 -2.6100
O 0.8427 -0.2218 0.1169
O 0.1901 0.4228 2.1294
H 1.7912 2.2698 -0.9879
H 0.7457 2.2065 -3.6055
H -3.2414 -1.0950 -0.3978
H -2.2892 -2.2468 0.2937
H -1.1139 0.9565 -1.6774
H -3.6850 0.2403 -0.1493
O -0.3634 -1.8419 4.1329
H -0.6084 -1.3073 3.4897
H 3.7880 0.6844 -1.6380
H 2.3089 -1.2430 -0.2431
O 0.3119 -0.1986 -2.1712
H 2.6825 -0.2520 -1.8680
O 2.5215 1.2076 4.2875
H 2.9541 0.7356 3.4818
O 1.4000 2.3826 -0.1002
H 2.6608 -2.4225 -0.9180
H -2.3342 1.3742 -0.0672
H 0.2491 -0.4728 -1.2679
H -2.0838 0.8720 1.0680
H -0.0970 -2.6624 3.6303
O -1.7062 1.8301 -1.5719
O -4.0082 -0.4828 -0.5916
*
```

Results
- orbital gap (eV) = 8.819
- relative energy (zero: lowest compared OMol25 entry of this formula, charge and spin) (eV) = 5.6093
- HOMO (eV) = -6.870

# C7H16N3

The ion C7H16N3 with charge +1 (the ωB97M-V functional and the def2-TZVPD basis, the Open Molecules 2025 dataset).

Structure (ORCA input):
```
! wB97M-V def2-TZVPD RIJCOSX def2/J DEFGRID3
* xyz 1 1
C 0.6548 -0.1454 -0.4612
N -0.1712 3.2046 1.2239
C -1.7091 -0.9879 -0.2896
H -1.4221 1.4289 0.8351
H 2.7551 0.2188 -0.5296
H -0.8145 3.3644 1.9649
H -1.4531 -2.6541 1.3769
H 2.2780 -1.1298 -1.5803
H -0.6861 0.9398 -1.8678
C -0.4136 -2.2412 1.0133
C 0.5903 0.9024 0.7326
C -2.9052 -0.8820 -0.1319
H -0.1979 3.9227 0.5118
N -0.3946 -1.3251 -0.1980
H 0.1848 -3.1272 0.7467
H -3.9463 -0.7266 -0.0368
H 1.6161 1.4678 0.7444
H 2.4471 -1.4276 0.1701
H -0.0585 -1.8370 -1.0560
N -0.4962 1.9325 0.5300
H 0.2237 -0.4650 -2.7270
H 1.0905 1.1052 -2.1176
H 0.4246 0.4625 1.7060
C 2.0906 -0.7098 -0.5826
C 0.2757 0.4135 -1.8355
H 0.0374 -1.7044 1.8583
*
```

Results
- structure (SMILES) = C#C[N@H+](C)C(C)(C)CNN
- orbital gap (eV) = 9.191
- relative energy (zero: lowest compared OMol25 entry of this formula, charge and spin) (eV) = 6.3503
- HOMO (eV) = -12.227

# C35H44Cl3EuF6N8O6S2

A structure of composition C35H44Cl3EuF6N8O6S2 (the ωB97M-V functional and the def2-TZVPD basis, the Open Molecules 2025 dataset).

Structure (ORCA input):
```
! wB97M-V def2-TZVPD RIJCOSX def2/J DEFGRID3
* xyz -1 8
S -2.5570 5.0066 -1.3755
H -2.3284 2.6300 2.0548
N -2.0375 -1.8276 0.9757
H -3.1629 -0.7865 -3.7937
H -1.5008 1.1012 5.9885
C -0.3096 -0.2935 -2.5256
C 2.3665 3.8448 2.5045
C -1.8639 1.6027 3.9122
H 2.5379 4.9198 2.5092
C 1.1036 -3.1693 -0.2551
H 0.4101 3.6479 0.5667
Cl -4.2380 -4.4719 -0.1721
H 3.5292 -2.0917 -0.6975
N -0.4909 -0.8812 -1.3624
C 4.8406 -3.3666 0.4026
C -3.2365 6.2874 -0.1793
C 1.6795 1.1791 2.5687
H -3.6317 2.6715 3.2436
H -1.2271 0.6112 -4.0548
N -2.2451 3.8835 -0.2683
H 4.3741 -1.8050 2.7887
H -1.1119 2.7673 5.5911
H -3.1043 0.4374 -2.6907
C 0.1726 4.2173 1.4677
C 3.6855 -0.9820 2.6064
C 1.4016 -0.0974 3.1103
H 5.7253 -2.8118 0.1251
C -2.5516 2.7217 3.1172
C -1.4605 -5.7706 0.6232
C 3.6030 -2.9604 -0.0639
C -2.6883 -2.3707 0.1968
C 1.9510 -2.5025 3.5707
N -2.6560 -0.4273 -2.9863
H -0.3688 -0.7965 4.2358
C 2.5547 -4.7514 1.1211
C -3.6830 1.6093 -0.2567
H -3.7847 0.6055 4.0638
H -0.5677 -4.0508 1.5559
H -0.9051 4.2510 1.5690
F -3.3320 0.4761 0.4130
H -0.5913 4.3624 4.1237
S -2.0537 2.4513 -0.7839
H 0.7019 -4.8389 -2.4322
C 0.1539 -4.3303 -0.4300
C 4.9404 -4.4631 1.2378
H 1.6762 -5.3048 1.4127
C 0.0849 -5.0959 -1.5836
H 1.5019 -2.7286 2.6063
H 0.9819 0.6216 -3.8340
C -1.8161 1.9636 5.4067
N -1.3390 -0.1593 -3.3973
O 1.4786 -0.2335 -0.4942
H 5.9064 -4.7799 1.6031
N 0.8976 0.0649 -3.0002
N 0.4878 -2.0195 0.4268
H -2.8020 2.2741 5.7483
O 1.2996 -2.3244 -1.4363
H 3.3442 -1.0294 1.5740
F -3.3796 7.4813 -0.7527
H 2.6584 1.4659 2.2220
H 2.7263 3.4567 1.5556
H 1.2013 -2.6210 4.3475
H 2.0806 -0.7445 5.6535
N 0.7105 -1.2620 -0.7132
F -4.4342 5.8823 0.2336
C 3.7922 -5.1469 1.5993
H -2.0482 -6.0341 1.4892
H -2.4344 -0.4596 4.4049
F -4.3870 2.3536 0.5831
C 0.0605 -0.0464 3.5834
H -2.1654 -7.4090 -0.5568
C 2.9124 -0.6422 4.9622
C 0.4787 4.3135 3.9753
C 2.4462 -3.6468 0.2834
C -2.7653 0.3570 3.7696
O -1.3768 5.5352 -1.9671
C -0.7658 -6.1919 -1.6314
F -4.4952 1.2389 -1.2440
H 3.7393 -1.2544 5.3124
H 4.2253 -0.0502 2.7540
C -3.5082 -2.9851 -0.8083
F -2.4651 6.4379 0.8918
C -0.6326 -4.6653 0.6692
O -1.1173 1.6708 0.0087
H 3.2201 0.4005 4.9563
H 2.9404 3.4099 3.3193
Cl -4.7987 -1.8119 -1.1969
H -2.7846 0.0060 2.7329
H 2.7570 -3.2086 3.7593
C 0.5889 2.0689 2.7914
Cl -2.5502 -3.3349 -2.2619
H -0.8175 -6.7948 -2.5274
O -1.9585 2.2536 -2.1933
C -1.5260 -6.5394 -0.5278
H 0.8543 5.3343 3.9338
H 3.8609 -5.9945 2.2644
C 0.8580 3.5796 2.6821
O -3.6494 4.6296 -2.2081
H 1.6548 0.0669 -2.3207
C -0.4582 1.2820 3.3926
Eu -0.2251 0.0220 1.0547
H -2.2429 3.7065 3.4477
H 0.5257 5.2366 1.3196
H 0.9353 3.8151 4.8278
C 2.4817 -1.0688 3.5491
*
```

Results
- orbital gap (spin up / spin down) (eV) = 5.328 / 6.522
- HOMO (spin up / spin down) (eV) = -3.195 / -4.389

# C5H11P

A cluster of 2 separate species, C5H11P in total (the ωB97M-V functional and the def2-TZVPD basis, the Open Molecules 2025 dataset).

Structure (ORCA input):
```
! wB97M-V def2-TZVPD RIJCOSX def2/J DEFGRID3
* xyz 0 1
C -2.3515 0.1719 -0.2534
H 0.9110 2.3208 -0.3812
C 1.0580 1.3223 -0.8277
C 1.1374 0.3507 1.7307
H -3.8292 -1.2634 -0.6634
H -2.9856 1.1125 -0.4542
H 2.0890 0.6526 1.3392
H 0.5561 1.1779 2.2120
H 1.3893 -2.2046 0.2800
H 1.1635 -0.3917 2.5204
H 0.4649 1.4383 -1.7683
H 2.1472 1.3128 -1.1403
H 1.5337 -1.5591 -1.3758
C -2.8081 -1.0245 -0.5673
P 0.3726 -0.1436 0.1135
H -2.3043 -1.9183 -0.4445
C 1.4561 -1.3545 -0.3195
*
```

Results
- orbital gap (spin up / spin down) (eV) = 7.548 / 7.683
- relative energy (zero: lowest compared OMol25 entry of this formula, charge and spin) (eV) = 4.7264
- HOMO (spin up / spin down) (eV) = -7.829 / -7.673

# C3H2GaO3

A structure of composition C3H2GaO3 (the ωB97M-V functional and the def2-TZVPD basis, the Open Molecules 2025 dataset).

Structure (ORCA input):
```
! wB97M-V def2-TZVPD RIJCOSX def2/J DEFGRID3
* xyz 2 2
C -0.8300 0.5073 0.0446
C 1.1865 -0.5417 1.1901
O 0.9562 -0.6926 -1.1020
C 0.4506 -0.3426 0.0170
Ga -0.1008 0.1056 -2.3692
H -0.6558 1.4220 0.6444
O 1.6858 -0.9313 2.1493
O -1.2617 0.7364 -1.2180
H -1.4307 -0.2632 0.6438
*
```

Results
- orbital gap (spin up / spin down) (eV) = 5.321 / 7.496
- relative energy (zero: lowest compared OMol25 entry of this formula, charge and spin) (eV) = 2.3361
- HOMO (spin up / spin down) (eV) = -19.614 / -21.753

# C4H11N2

A cluster of 2 separate species, C4H11N2 in total (the ωB97M-V functional and the def2-TZVPD basis, the Open Molecules 2025 dataset).

Structure (ORCA input):
```
! wB97M-V def2-TZVPD RIJCOSX def2/J DEFGRID3
* xyz 1 1
H 0.6089 1.2790 1.5524
C 0.5289 -2.3617 -0.4695
N -1.9993 1.6681 -0.8773
H 1.9034 1.2094 2.6031
H -0.3628 -2.5261 -1.0772
N 1.0394 1.6740 2.3726
C -1.1019 0.7201 -1.0638
H 1.3709 -2.9733 -0.7702
H 0.1845 -2.6079 0.5337
H -2.6751 1.8665 -1.6009
H 1.1896 -0.6104 -1.5642
C 0.7975 -0.8522 -0.5680
H 0.3994 1.6930 3.1506
H -0.7536 0.6790 -2.1011
H 1.6567 -0.5493 0.0512
C -0.4100 -0.0833 -0.2279
H -2.3765 1.7751 0.0565
*
```

Results
- orbital gap (eV) = 5.613
- relative energy (zero: lowest compared OMol25 entry of this formula, charge and spin) (eV) = 5.7375
- HOMO (eV) = -13.541